The molecule C17H20O6S. Source: the OMol25 dataset; level of theory: the ωB97M-V functional and the def2-TZVPD basis.

HOMO-LUMO gap   7.6 eV
Net charge   0
E_HOMO   -7.30 eV
SMILES string   CCOC(=O)[C@@H]1[C@@H]2C(O)=C3CC(C)=C4[C@H](CCS4(=O)=O)C3=C(O)[C@@H]12
Molecular weight   352.4 Da
Calculated total energy   -1509.26490 hartree

Geometry as XYZ:
```
44
Properties=species:S:1:pos:R:3:lowdin_charge:R:1
O 4.32581 0.74889 1.50046 0.086
O -5.24554 -1.15910 0.68612 -0.358
O -3.78203 -2.21104 -1.02482 -0.341
O 1.91899 0.22691 3.13455 0.081
O -0.05743 2.12778 -1.61917 0.050
O 5.33803 2.47249 0.34670 -0.010
C 4.25134 1.74971 0.78480 -0.358
C -0.07933 0.44877 1.77208 -0.082
C -2.02146 -1.12367 1.83479 -0.223
C -0.64977 1.01435 0.49880 -0.045
C 1.18868 0.85111 2.17906 -0.242
C 0.25045 1.54765 -0.43791 -0.218
C -2.59511 -0.47377 0.75170 -0.161
C -2.50547 -2.46340 2.28987 -0.042
C -0.88954 -0.53532 2.59780 -0.083
C 6.67316 0.72970 -0.80199 -0.064
C 6.58563 1.76530 0.33986 -0.231
C -2.13997 0.85993 0.26665 -0.254
C -2.72008 1.06172 -1.14996 -0.179
C 2.84121 2.27440 0.43071 -0.016
C 1.63358 1.99412 1.35713 -0.124
C 1.68964 1.35824 -0.00306 -0.108
C -4.15718 0.50456 -1.22019 -0.207
S -4.05945 -1.01000 -0.21350 0.761
H 2.86119 0.40655 2.99280 0.093
H 0.74351 2.52842 -2.05660 0.146
H -2.94377 -2.39264 3.28095 0.090
H -3.27929 -2.89478 1.61289 0.081
H -1.71332 -3.21716 2.33383 0.090
H -0.17952 -1.32627 2.88957 0.131
H -1.24246 -0.12773 3.55325 0.143
H 5.89401 -0.00656 -0.63887 0.064
H 7.67249 0.21625 -0.79627 0.096
H 6.48902 1.25114 -1.75248 0.080
H 6.79604 1.28873 1.32380 0.124
H 7.37412 2.55296 0.20762 0.131
H -2.61063 1.61762 0.87888 0.156
H -2.71386 2.14416 -1.41815 0.130
H -2.09410 0.56848 -1.88964 0.118
H 2.90042 3.26417 0.03790 0.129
H 0.99220 2.86874 1.48879 0.166
H 1.96810 0.28514 -0.03445 0.181
H -4.52481 0.31741 -2.24772 0.115
H -4.89970 1.17979 -0.78284 0.104
```

=====

A structure of composition C42H43GeN7O3SV. Source: the OMol25 dataset; level of theory: the ωB97M-V functional and the def2-TZVPD basis.

HOMO-LUMO gap (spin up / spin down)   6.1 / 6.6 eV
Net charge   +2
E_HOMO (spin up / spin down)   -12.56 / -12.56 eV
Energy above the lowest of the compared OMol25 structures with the same formula, charge and spin   0.0 kJ/mol
Molecular weight   849.5 Da
Calculated total energy   -5653.92646 hartree
Multiplicity   2

Geometry as XYZ:
```
98
Properties=species:S:1:pos:R:3:lowdin_charge:R:1
V -1.52218 -1.68207 -0.99884 1.007
C -4.96785 -3.12907 1.17400 -0.015
C -5.14094 -4.44271 0.66159 0.006
C -4.35323 -4.87602 -0.40766 0.034
C -3.26662 -4.05710 -0.77712 -0.169
N -3.15672 -2.82512 -0.28639 0.040
C -4.02454 -2.35959 0.61607 -0.137
C -2.20247 -4.51684 -1.72292 -0.176
C -1.97910 -5.79378 -2.24934 0.064
C -0.85638 -5.93217 -3.08419 -0.004
C -0.02015 -4.89775 -3.36219 0.054
C -0.38804 -3.64400 -2.78937 -0.183
N -1.35824 -3.53040 -1.92656 -0.014
C 0.51333 -2.46329 -2.97527 -0.185
C 1.48387 -2.37782 -3.96918 0.045
C 2.30963 -1.26660 -3.98481 -0.020
C 2.19265 -0.36072 -3.00564 -0.013
C 1.21489 -0.50825 -2.03135 -0.071
N 0.36120 -1.49051 -2.07525 0.043
H -5.65597 -2.82978 2.00218 0.143
H -5.85313 -5.12532 0.96813 0.096
H -4.57805 -5.86947 -0.93264 0.152
H -3.88175 -1.33174 0.91886 0.068
H -2.67586 -6.56024 -1.98944 0.114
H -0.77551 -6.91077 -3.55077 0.132
H 0.82649 -5.00549 -3.95838 0.102
H 1.62665 -3.20673 -4.67005 0.130
H 3.14607 -1.16983 -4.66988 0.137
H 2.90536 0.42403 -3.03939 0.109
H 0.91463 0.26707 -1.33127 0.104
N -3.06390 2.12348 -1.83471 0.238
C -2.75319 0.87299 -1.90748 -0.496
O -2.77008 0.11205 -0.90180 -0.054
C -2.38305 0.27604 -3.23962 -0.118
C -2.32387 -1.24069 -2.99656 -0.120
H -3.16574 2.55781 -0.87802 0.170
H -2.91195 2.77778 -2.59767 0.138
H -1.39038 0.73247 -3.53096 0.142
H -3.09448 0.50983 -4.02440 0.127
H -1.81463 -1.81355 -3.80031 0.084
H -3.29541 -1.64394 -2.93215 0.063
N 0.03773 -4.16077 0.29151 0.159
C -0.24788 -2.93050 0.21444 -0.259
H 0.62885 -4.52980 1.06475 0.100
O 0.41397 -2.12451 1.20378 0.059
C 0.15823 -0.84988 1.17031 -0.539
O -0.62953 -0.44336 0.28830 -0.092
C 1.02496 0.01692 2.01080 -0.137
C 2.36658 0.28475 1.22331 -0.222
Ge 2.55190 2.11344 0.54638 1.033
C 0.95832 2.96257 -0.31742 -0.262
C 1.02788 3.16370 -1.71651 -0.116
C 0.10369 4.03488 -2.34710 -0.093
C -0.78125 4.76302 -1.61251 -0.108
C -0.89723 4.42048 -0.27911 -0.110
C -0.03052 3.58807 0.39553 -0.099
C 4.03325 2.20934 -0.69042 -0.289
C 3.99812 3.30680 -1.52174 -0.180
C 4.99756 3.46711 -2.37167 -0.077
C 6.10542 2.60511 -2.41791 -0.065
C 6.19321 1.49190 -1.63213 -0.057
C 5.11284 1.30973 -0.74756 -0.075
C 2.87370 3.28088 2.15544 -0.257
C 2.35452 3.00938 3.37824 -0.137
C 2.50296 3.92154 4.42304 -0.085
C 3.29470 5.03162 4.23436 -0.096
C 3.89361 5.31784 3.02060 -0.087
C 3.63687 4.48674 1.93935 -0.081
H 1.18076 -0.38405 3.00401 0.128
H 0.51661 0.99618 2.10014 0.099
H 2.52363 -0.42484 0.42871 0.054
H 3.18417 0.15174 1.92380 0.082
H 1.85816 2.56547 -2.18380 0.089
H 0.28441 4.24294 -3.37537 0.097
H -1.41878 5.59756 -2.05124 0.142
H -1.65237 4.98457 0.25667 0.110
H -0.08218 3.53964 1.46190 0.102
H 3.16761 3.99755 -1.39493 0.101
H 4.93911 4.18119 -3.19119 0.120
H 6.92671 2.83831 -3.03950 0.099
H 7.08303 0.91512 -1.57675 0.103
H 5.20507 0.56662 -0.01635 0.081
H 1.76091 2.07593 3.55928 0.102
H 2.11214 3.57938 5.35466 0.099
H 3.53869 5.61229 5.17923 0.133
H 4.63546 6.17156 2.87725 0.136
H 4.24974 4.53653 1.04355 0.091
C -4.05095 -0.58566 6.66257 -0.035
N -3.17569 -0.39354 5.47201 -0.051
C -2.82950 -1.29116 4.51893 -0.840
N -3.09944 -2.58061 4.71552 0.112
S -2.24310 -0.71522 3.00070 0.679
H -4.31999 0.36765 7.10949 0.094
H -3.60049 -1.25359 7.36595 0.076
H -4.97658 -1.05022 6.32048 0.085
H -2.96931 0.52384 5.06632 0.104
H -3.56071 -3.02805 5.50076 0.117
H -2.74096 -3.27634 4.09190 0.093
```

=====

The ion C34H43N4O with charge +1. Source: the OMol25 dataset; level of theory: the ωB97M-V functional and the def2-TZVPD basis.

HOMO-LUMO gap   5.6 eV
Net charge   +1
E_HOMO   -9.23 eV
SMILES string   CN1C(=O)[C@@H](Cc2c[nH]c3ccccc23)N(/C=C/[C@H](c2ccccc2)[C@H]2CCCC2=[N+]2CCCCC2)C1(C)C
Energy above the lowest of the compared OMol25 structures with the same formula, charge and spin   282.6 kJ/mol
Molecular weight   523.7 Da
Calculated total energy   -1615.29487 hartree

Geometry as XYZ:
```
82
Properties=species:S:1:pos:R:3:lowdin_charge:R:1
C 6.84816 1.34115 3.08122 -0.207
C 6.42968 0.45585 1.88949 -0.150
C 5.10992 0.92480 1.21207 -0.136
N 4.02159 1.18684 2.13748 -0.023
C 2.72386 1.21401 1.73077 -0.059
C 2.21019 0.91737 0.36657 -0.056
C 0.91145 1.70847 0.36165 -0.202
C 0.54157 2.20444 1.73368 -0.144
C 1.79163 2.02093 2.59704 -0.102
C 4.37203 1.88064 3.39383 -0.128
C 5.71468 1.46052 4.06524 -0.171
H 7.69975 0.86727 3.56906 0.117
H 7.17648 2.32283 2.72039 0.121
H 7.22778 0.44562 1.12010 0.125
H 6.27213 -0.58698 2.24679 0.129
H 5.33788 1.81420 0.59438 0.148
H 4.81280 0.11957 0.53273 0.118
H 3.22154 1.23927 -0.25627 0.153
H 0.96886 2.50408 -0.38878 0.143
H 0.07533 1.07997 0.08885 0.060
H 0.20302 3.23466 1.69051 0.121
H -0.27661 1.61145 2.14367 0.119
H 1.56120 1.51464 3.54388 0.139
H 2.15181 3.03223 2.87170 0.137
H 4.39630 2.99421 3.25582 0.148
H 3.58640 1.68759 4.15665 0.125
H 5.54520 0.49921 4.58095 0.125
H 5.94893 2.21999 4.82444 0.124
C -4.20594 -3.33214 -2.85786 -0.003
N -3.51768 -2.13745 -2.41045 -0.037
C -4.18411 -1.15914 -1.73645 -0.349
O -5.39264 -1.18567 -1.44519 0.078
C -3.18350 -0.04819 -1.40231 -0.182
C -3.25302 0.44961 0.04472 -0.085
C -4.56339 1.05278 0.38396 -0.190
C -5.12466 2.21899 -0.13446 -0.027
N -6.39636 2.37181 0.40409 0.080
C -6.64543 1.32462 1.28552 -0.202
C -7.80238 1.02093 1.99738 -0.014
C -7.80316 -0.16135 2.76044 -0.087
C -6.67803 -0.99974 2.79162 -0.094
C -5.51696 -0.69553 2.06655 -0.024
C -5.50780 0.47997 1.31013 -0.144
N -1.91691 -0.66007 -1.76033 -0.012
C -0.74402 0.04725 -1.56283 -0.068
C 0.50902 -0.50426 -1.36893 -0.071
C 1.77322 0.24879 -1.11385 -0.191
C 3.00271 -0.42494 -1.81855 -0.181
C 4.14839 0.35310 -2.09153 -0.081
C 5.31156 -0.22414 -2.62534 -0.074
C 5.30517 -1.55784 -3.04060 -0.077
C 4.12867 -2.29875 -2.90426 -0.063
C 2.99665 -1.74714 -2.28153 -0.030
C -2.06456 -2.02857 -2.35535 -0.461
C -1.48241 -3.12651 -1.45210 0.002
C -1.46347 -2.10574 -3.76493 0.005
H -5.27818 -3.17933 -2.72623 0.098
H -3.98446 -3.51612 -3.91330 0.094
H -3.88552 -4.19986 -2.27210 0.092
H -3.37718 0.78866 -2.10372 0.168
H -3.06602 -0.40798 0.71149 0.126
H -2.42697 1.16763 0.18230 0.108
H -4.70723 2.90659 -0.85407 0.118
H -7.02743 3.12689 0.19278 0.151
H -8.65698 1.67993 1.95481 0.104
H -8.68160 -0.44459 3.34164 0.101
H -6.69037 -1.91630 3.38369 0.099
H -4.62500 -1.32306 2.05055 0.103
H -0.92622 1.14006 -1.61743 0.150
H 0.64728 -1.52259 -1.72369 0.049
H 1.62672 1.13944 -1.84917 0.175
H 4.16655 1.43611 -1.91675 0.118
H 6.21627 0.37782 -2.70962 0.109
H 6.21109 -2.02918 -3.42792 0.111
H 4.07045 -3.32463 -3.26725 0.110
H 2.11312 -2.39160 -2.19544 0.101
H -2.01394 -3.13570 -0.48949 0.103
H -1.61546 -4.09808 -1.94889 0.088
H -0.41688 -2.97164 -1.26355 0.063
H -2.02907 -1.44349 -4.43582 0.101
H -0.40705 -1.80554 -3.75815 0.080
H -1.54844 -3.13895 -4.12619 0.088
```

=====

The molecule C2H6BI. Source: the OMol25 dataset; level of theory: the ωB97M-V functional and the def2-TZVPD basis.

HOMO-LUMO gap   9.8 eV
Net charge   0
E_HOMO   -9.34 eV
SMILES string   CB(C)I
Energy above the lowest of the compared OMol25 structures with the same formula, charge and spin   0.0 kJ/mol
Molecular weight   167.8 Da
Calculated total energy   -402.36474 hartree

Geometry as XYZ:
```
10
Properties=species:S:1:pos:R:3:lowdin_charge:R:1
I -0.91700 2.46595 0.73495 0.675
B -0.16427 0.42098 0.12034 -0.820
C -0.46433 -0.74333 1.05392 -0.111
C 0.66030 0.25755 -1.15395 -0.101
H 0.19855 -1.49930 0.81278 0.035
H -0.33078 -0.40754 2.08222 0.066
H -1.48182 -1.07152 0.88843 0.079
H 0.90260 1.18223 -1.55345 0.019
H 0.05737 -0.19254 -1.90506 0.068
H 1.53938 -0.41248 -1.08018 0.090
```